The following is a quantum chemistry calculation of a molecular structure, C40H28ClF10GeO4PPd, from OMol25.

- LUMO level (spin up / spin down): 4.05 / 4.05 eV
- Energy relative to the best compared isomer or geometry (same formula, charge and spin): 11.9 kJ/mol
- Gap between HOMO and LUMO (spin up / spin down): 4.57 / 4.57 eV
- Multiplicity: 1
- Total charge: -2

CARTESIAN COORDINATES (ANGSTROEM)
Pd  -1.510  0.899  -1.132
O  -3.601  4.343  -2.126
Cl  -2.292  3.787  -1.879
O  -1.302  4.832  -1.848
O  -1.961  2.797  -2.899
O  -2.307  3.067  -0.585
C  0.400  1.508  -0.986
Ge  0.702  2.416  0.610
C  2.671  2.515  0.916
C  3.246  3.264  1.948
C  4.620  3.261  2.169
C  5.455  2.513  1.346
C  4.906  1.776  0.303
C  3.528  1.778  0.098
C  0.030  1.244  2.088
C  0.905  0.714  3.043
C  0.478  -0.201  4.005
C  -0.850  -0.605  4.038
C  -1.743  -0.077  3.112
C  -1.307  0.834  2.158
C  0.193  4.243  1.261
C  -0.728  4.456  2.289
C  -1.057  5.740  2.716
C  -0.465  6.846  2.123
C  0.450  6.657  1.093
C  0.766  5.372  0.672
H  0.749  1.958  -1.920
H  2.606  3.863  2.590
H  5.041  3.845  2.981
H  6.526  2.506  1.516
H  5.550  1.192  -0.346
H  3.079  1.199  -0.704
H  1.951  1.003  3.026
H  1.187  -0.601  4.722
H  -1.189  -1.330  4.771
H  -2.782  -0.389  3.120
H  -2.028  1.215  1.440
H  -1.207  3.606  2.763
H  -1.783  5.877  3.510
H  -0.722  7.848  2.450
H  0.903  7.514  0.608
H  1.465  5.244  -0.150
F  -3.753  -3.146  -6.971
C  -3.150  -3.979  -6.109
F  -2.184  -4.619  -6.803
F  -4.056  -4.924  -5.779
C  -2.601  -3.278  -4.896
C  -2.630  -1.904  -4.795
C  -2.090  -1.279  -3.669
C  -1.516  -2.037  -2.663
C  -1.514  -3.426  -2.768
C  -2.049  -4.051  -3.882
P  -0.807  -1.160  -1.208
C  -1.516  -2.159  0.153
C  -2.867  -1.936  0.422
C  -3.478  -2.632  1.458
C  -2.745  -3.527  2.225
C  -1.401  -3.734  1.972
C  -0.788  -3.053  0.928
C  -3.376  -4.231  3.392
F  -2.906  -5.489  3.549
F  -3.144  -3.600  4.560
F  -4.713  -4.335  3.277
C  0.934  -1.646  -1.209
C  1.692  -1.115  -0.168
C  3.055  -1.388  -0.090
C  3.658  -2.129  -1.093
C  2.922  -2.612  -2.161
C  1.551  -2.374  -2.211
C  5.142  -2.374  -1.062
F  5.453  -3.653  -1.374
F  5.807  -1.608  -1.950
F  5.686  -2.130  0.141
H  -3.083  -1.309  -5.576
H  -2.140  -0.203  -3.556
H  -1.100  -4.024  -1.962
H  -2.049  -5.132  -3.961
H  -3.401  -1.158  -0.146
H  -4.523  -2.459  1.677
H  -0.830  -4.421  2.584
H  0.265  -3.215  0.733
H  1.217  -0.512  0.591
H  3.640  -0.987  0.726
H  3.407  -3.183  -2.944
H  0.977  -2.752  -3.050
F  -3.568  0.352  -1.243

Results of the Löwdin charge analysis, in e, for atoms 1 through 5: number 1, Pd, carries 0.6362; number 2, O, carries -0.3559; number 3, Cl, carries 0.6670; number 4, O, carries -0.3480; number 5, O, carries -0.4076



The following is a quantum chemistry calculation of a molecular structure, C40H30CuIN4O2PS, from OMol25.

- LUMO level (spin up / spin down): 0.08 / -0.98 eV
- Energy relative to the best compared isomer or geometry (same formula, charge and spin): 0.0 kJ/mol
- Gap between HOMO and LUMO (spin up / spin down): 8.00 / 7.03 eV
- Multiplicity: 2

CARTESIAN COORDINATES (ANGSTROEM)
Cu  -0.127  0.295  0.090
N  -2.772  -1.283  6.530
C  -2.348  -1.646  5.271
C  -3.226  -2.249  4.366
C  -2.779  -2.649  3.120
C  -1.453  -2.458  2.769
C  -0.577  -1.869  3.659
C  -1.015  -1.465  4.900
S  -0.877  -2.886  1.153
O  -1.749  -3.881  0.598
O  0.533  -3.154  1.263
N  -0.990  -1.503  0.302
C  -2.180  -1.034  -0.100
N  -3.366  -1.542  0.193
C  -4.406  -0.876  -0.270
C  -4.313  0.320  -0.972
C  -3.033  0.822  -1.151
N  -1.991  0.131  -0.746
H  -3.764  -1.148  6.646
H  -2.209  -0.602  7.017
H  -4.256  -2.410  4.648
H  -3.446  -3.110  2.412
H  0.456  -1.753  3.379
H  -0.323  -1.021  5.599
H  -5.375  -1.302  -0.046
H  -5.185  0.843  -1.320
H  -2.825  1.781  -1.608
I  2.097  -1.804  -1.679
C  3.263  -2.354  -0.020
C  3.398  -3.705  0.165
C  4.313  -4.222  1.090
C  5.145  -3.375  1.752
C  5.032  -1.980  1.586
C  5.955  -1.135  2.239
C  5.886  0.215  2.104
C  4.813  0.775  1.403
C  3.861  0.003  0.790
P  2.370  0.920  0.279
C  2.961  1.843  -1.180
C  4.005  1.326  -1.944
C  4.432  1.976  -3.089
C  3.829  3.160  -3.482
C  2.800  3.689  -2.720
C  2.363  3.035  -1.583
C  2.295  2.141  1.644
C  1.654  1.704  2.802
C  1.533  2.533  3.899
C  2.042  3.821  3.851
C  2.681  4.267  2.707
C  2.816  3.431  1.609
C  4.010  -1.424  0.762
H  2.799  -4.383  -0.415
H  4.376  -5.289  1.233
H  5.909  -3.751  2.414
H  6.730  -1.592  2.837
H  6.610  0.859  2.575
H  4.704  1.853  1.404
H  4.504  0.413  -1.636
H  5.243  1.558  -3.667
H  4.167  3.672  -4.371
H  2.331  4.617  -3.008
H  1.552  3.448  -1.012
H  1.227  0.708  2.838
H  1.027  2.178  4.787
H  1.938  4.476  4.703
H  3.077  5.271  2.663
H  3.319  3.793  0.727
C  -0.294  2.194  0.144
C  -0.475  3.392  0.140
C  -0.599  4.803  0.076
C  -0.739  5.436  -1.154
C  -0.842  6.808  -1.220
C  -0.806  7.567  -0.064
C  -0.664  6.943  1.166
C  -0.558  5.570  1.240
H  -0.772  4.839  -2.053
H  -0.955  7.288  -2.179
H  -0.886  8.640  -0.119
H  -0.636  7.530  2.072
H  -0.444  5.075  2.191

Results of the Löwdin charge analysis, in e, for atoms 1 through 5: number 1, Cu, carries 0.4101; number 2, N, carries 0.0975; number 3, C, carries -0.3279; number 4, C, carries -0.0231; number 5, C, carries -0.0603



The following is a quantum chemistry calculation of a molecular structure, C40H31CaF6N7O10S2, from OMol25.

- LUMO level: -0.75 eV
- Gap between HOMO and LUMO: 5.11 eV
- Multiplicity: 1

CARTESIAN COORDINATES (ANGSTROEM)
Ca  -0.606  1.024  -0.319
C  -1.085  5.421  1.426
O  -0.001  4.709  2.064
C  0.131  3.553  1.404
N  -0.619  3.363  0.387
C  -1.411  4.575  0.172
C  -1.040  5.269  -1.122
C  -1.875  6.268  -1.615
C  -1.548  6.952  -2.775
C  -0.382  6.636  -3.460
C  0.450  5.639  -2.977
C  0.125  4.959  -1.811
C  1.150  2.584  1.852
C  1.784  2.772  3.043
C  2.789  1.814  3.386
C  3.089  0.821  2.530
C  2.412  0.716  1.235
N  1.351  1.581  0.967
C  2.817  -0.244  0.371
N  2.675  -0.450  -1.052
C  4.056  -0.285  -1.539
C  4.796  -1.040  -0.426
O  3.886  -1.074  0.685
C  4.259  -0.849  -2.917
C  3.745  -2.101  -3.247
C  3.907  -2.608  -4.525
C  4.593  -1.873  -5.485
C  5.119  -0.634  -5.157
C  4.951  -0.125  -3.877
H  -0.731  6.421  1.184
H  -1.912  5.478  2.133
H  -2.469  4.311  0.143
H  -2.797  6.501  -1.094
H  -2.207  7.723  -3.151
H  -0.129  7.162  -4.372
H  1.355  5.383  -3.513
H  0.775  4.177  -1.438
H  1.548  3.618  3.669
H  3.322  1.902  4.325
H  3.863  0.100  2.753
H  4.321  0.779  -1.520
H  5.723  -0.539  -0.140
H  5.014  -2.067  -0.720
H  3.193  -2.658  -2.500
H  3.490  -3.574  -4.780
H  4.712  -2.264  -6.487
H  5.650  -0.057  -5.903
H  5.341  0.855  -3.627
C  1.017  -1.088  4.336
O  -0.004  -2.089  4.218
C  0.038  -2.836  3.081
C  0.168  -4.213  3.213
C  0.252  -5.022  2.095
C  0.235  -4.454  0.834
C  0.078  -3.078  0.664
C  0.160  -2.586  -0.713
N  0.175  -1.360  -1.045
N  0.333  -1.157  -2.415
C  1.123  -0.203  -2.704
O  1.828  0.499  -1.733
C  1.283  0.305  -4.077
C  0.725  -0.393  -5.144
C  0.840  0.105  -6.429
C  1.495  1.308  -6.654
C  2.045  2.010  -5.591
C  1.947  1.507  -4.304
C  -0.065  -2.286  1.803
O  -0.292  -0.922  1.645
H  1.205  -0.964  5.400
H  0.705  -0.133  3.914
H  1.931  -1.409  3.836
H  0.220  -4.620  4.214
H  0.361  -6.092  2.207
H  0.348  -5.073  -0.047
H  0.285  -3.342  -1.488
H  0.196  -1.316  -4.951
H  0.404  -0.437  -7.257
H  1.573  1.702  -7.659
H  2.555  2.949  -5.765
H  2.380  2.043  -3.470
F  -5.486  -1.113  -1.628
C  -5.221  0.011  -0.979
F  -6.067  0.958  -1.361
F  -5.354  -0.196  0.330
S  -3.485  0.544  -1.286
O  -2.637  -0.556  -0.848
O  -3.277  1.764  -0.526
N  -3.545  0.720  -2.842
S  -2.305  1.365  -3.581
O  -1.159  1.557  -2.692
O  -2.085  0.781  -4.858
C  -2.871  3.085  -3.926
F  -3.225  3.696  -2.801
F  -1.884  3.761  -4.504
F  -3.919  3.056  -4.747
O  -1.616  0.633  2.159
N  -1.387  -0.478  2.433

Results of the Löwdin charge analysis, in e, for atoms 1 through 5: number 1, Ca, carries 1.3897; number 2, C, carries -0.0492; number 3, O, carries 0.0337; number 4, C, carries -0.3214; number 5, N, carries 0.0382



The following is a quantum chemistry calculation of a molecular structure, C40H31N2O2P2PdS3 in a non-equilibrium geometry, from OMol25.

- LUMO level (spin up / spin down): 2.52 / 1.97 eV
- Energy relative to the best compared isomer or geometry (same formula, charge and spin): 49.1 kJ/mol
- Gap between HOMO and LUMO (spin up / spin down): 6.58 / 6.81 eV
- Multiplicity: 3
- Total charge: -1

CARTESIAN COORDINATES (ANGSTROEM)
Pd  -0.959  0.116  -0.915
S  0.112  1.281  -3.108
P  1.435  1.186  -1.620
C  1.055  -0.177  -0.649
P  1.009  -0.553  1.022
S  -0.435  -1.858  1.409
C  2.666  -1.147  1.533
C  2.820  -2.405  2.102
C  4.088  -2.897  2.392
C  5.211  -2.134  2.109
C  5.065  -0.877  1.533
C  3.801  -0.393  1.242
C  0.765  0.898  2.129
C  1.676  1.254  3.120
C  1.400  2.287  4.009
C  0.204  2.980  3.926
C  -0.715  2.630  2.945
C  -0.437  1.602  2.062
C  1.418  2.750  -0.686
C  2.540  3.207  -0.001
C  2.479  4.363  0.764
C  1.295  5.079  0.841
C  0.174  4.635  0.151
C  0.231  3.477  -0.605
C  3.152  1.088  -2.235
C  3.853  -0.102  -2.099
C  5.145  -0.218  -2.599
C  5.739  0.856  -3.243
C  5.039  2.049  -3.389
C  3.752  2.163  -2.890
H  1.935  -2.994  2.311
H  4.193  -3.880  2.833
H  6.199  -2.519  2.331
H  5.937  -0.279  1.297
H  3.698  0.582  0.777
H  2.610  0.721  3.230
H  2.127  2.541  4.771
H  -0.012  3.785  4.618
H  -1.657  3.159  2.860
H  -1.181  1.349  1.316
H  3.476  2.665  -0.071
H  3.358  4.700  1.300
H  1.242  5.980  1.441
H  -0.757  5.185  0.212
H  -0.647  3.125  -1.135
H  3.380  -0.933  -1.588
H  5.683  -1.151  -2.481
H  6.745  0.767  -3.634
H  5.496  2.890  -3.895
H  3.207  3.092  -3.010
O  -2.905  1.657  -0.888
S  -3.871  0.623  -1.273
O  -4.882  0.980  -2.236
N  -2.947  -0.604  -1.629
C  -3.452  -1.863  -1.889
C  -4.779  -2.211  -2.011
C  -5.159  -3.553  -2.238
C  -4.240  -4.555  -2.343
C  -2.862  -4.238  -2.231
C  -1.837  -5.209  -2.318
C  -0.532  -4.833  -2.197
C  -0.243  -3.464  -1.993
N  -1.161  -2.546  -1.918
C  -2.463  -2.904  -2.024
C  -4.728  0.204  0.233
C  -4.033  -0.494  1.215
C  -4.659  -0.778  2.417
C  -5.971  -0.371  2.634
C  -6.656  0.320  1.646
C  -6.035  0.611  0.438
H  -5.555  -1.460  -1.958
H  -6.216  -3.776  -2.326
H  -4.540  -5.583  -2.508
H  -2.109  -6.248  -2.472
H  0.272  -5.556  -2.250
H  0.783  -3.121  -1.882
H  -3.012  -0.814  1.040
H  -4.119  -1.321  3.183
H  -6.460  -0.597  3.573
H  -7.679  0.633  1.814
H  -6.556  1.142  -0.348

Results of the Löwdin charge analysis, in e, for atoms 1 through 5: number 1, Pd, carries 0.6594; number 2, S, carries 0.2777; number 3, P, carries 0.3356; number 4, C, carries -0.6117; number 5, P, carries 0.3477



The following is a quantum chemistry calculation of a molecular structure, C40H31N8O2PbS, from OMol25.

- LUMO level (spin up / spin down): -10.56 / -10.56 eV
- Energy relative to the best compared isomer or geometry (same formula, charge and spin): 0.0 kJ/mol
- Gap between HOMO and LUMO (spin up / spin down): 4.98 / 4.98 eV
- Multiplicity: 1
- Total charge: +3

CARTESIAN COORDINATES (ANGSTROEM)
Pb  0.098  0.204  -0.090
C  -1.029  -0.121  4.956
C  -0.479  -0.141  3.666
N  -0.822  0.689  2.694
C  -1.759  1.609  2.965
C  -2.407  1.686  4.214
C  -2.012  0.788  5.229
C  -3.436  2.638  4.414
C  -3.848  3.497  3.410
C  -3.186  3.491  2.199
C  -2.077  2.623  1.964
N  -1.339  2.659  0.867
C  -1.263  3.759  0.104
C  -1.422  5.065  0.618
C  -1.400  6.177  -0.213
C  -1.222  6.008  -1.567
C  -0.981  4.728  -2.131
C  -0.770  4.552  -3.516
C  -0.509  3.299  -3.994
C  -0.434  2.239  -3.078
N  -0.640  2.363  -1.779
C  -0.929  3.593  -1.301
H  -0.682  -0.822  5.701
H  0.283  -0.873  3.419
H  -2.484  0.834  6.203
H  -3.945  2.651  5.371
H  -4.699  4.145  3.564
H  -3.563  4.079  1.372
H  -1.460  5.198  1.691
H  -1.501  7.168  0.206
H  -1.219  6.870  -2.224
H  -0.823  5.407  -4.179
H  -0.353  3.114  -5.047
H  -0.195  1.241  -3.430
C  5.232  1.747  0.322
N  4.739  0.372  0.312
C  5.484  -0.734  -0.048
C  4.708  -1.814  0.132
N  3.481  -1.363  0.615
C  3.511  -0.003  0.707
S  2.323  1.096  1.261
C  2.477  -2.258  1.098
C  2.882  -3.406  1.761
C  1.912  -4.297  2.189
C  0.576  -4.001  1.958
C  0.272  -2.819  1.313
N  1.201  -1.957  0.876
H  6.207  1.763  -0.154
H  5.319  2.104  1.346
H  4.542  2.391  -0.218
H  6.499  -0.650  -0.397
H  4.900  -2.857  -0.046
H  3.929  -3.585  1.960
H  2.197  -5.203  2.706
H  -0.214  -4.668  2.271
H  -0.761  -2.547  1.125
O  -6.111  -4.951  -0.615
C  -4.857  -5.190  -0.198
O  -4.614  -6.038  0.606
C  -3.765  -4.314  -0.752
C  -2.501  -4.878  -0.889
C  -1.430  -4.099  -1.284
C  -1.617  -2.736  -1.514
C  -2.875  -2.165  -1.368
C  -3.953  -2.961  -1.011
N  -0.521  -1.883  -1.803
C  0.391  -2.249  -2.603
C  1.569  -1.384  -2.834
C  2.489  -1.713  -3.815
C  3.553  -0.855  -4.060
C  3.654  0.307  -3.315
C  2.699  0.556  -2.340
N  1.683  -0.269  -2.089
H  -6.133  -4.400  -1.408
H  -2.374  -5.928  -0.660
H  -0.441  -4.533  -1.375
H  -3.003  -1.105  -1.549
H  -4.933  -2.514  -0.894
H  0.338  -3.186  -3.162
H  2.362  -2.621  -4.390
H  4.280  -1.087  -4.827
H  4.453  1.016  -3.485
H  2.744  1.454  -1.733

Results of the Löwdin charge analysis, in e, for atoms 1 through 5: number 1, Pb, carries 1.2313; number 2, C, carries 0.0062; number 3, C, carries -0.0882; number 4, N, carries 0.0569; number 5, C, carries -0.1396